A structure of composition C27H22CdN10OS. Source: the Open Molecules 2025 dataset; level of theory: the ωB97M-V functional and the def2-TZVPD basis.

Values from the calculation:
M = 647.02 g mol⁻¹
Energy = -60704.388 eV

Last column: Mulliken charge in e.
CARTESIAN COORDINATES (ANGSTROEM)
Cd1 -0.98 -0.16 0.09  0.837
C1 0.41 3.68 -4.36  -1.137
N1 -0.15 2.86 -3.31  0.680
C2 0.46 2.17 -2.35  -0.087
N2 -0.43 1.63 -1.54  -0.253
C3 -1.62 2.03 -2.08  -0.371
N3 -1.49 2.79 -3.14  -0.859
C4 0.79 5.08 -3.93  1.054
C5 1.43 5.89 -4.86  -0.888
C6 1.78 7.20 -4.54  -0.585
C7 1.49 7.70 -3.28  -1.017
C8 0.86 6.88 -2.35  -0.176
C9 0.51 5.58 -2.67  -0.171
C10 0.59 7.44 -1.02  0.593
N4 0.84 8.62 -0.59  -0.484
N5 0.43 8.66 0.74  -0.493
C11 -0.03 7.49 1.00  0.664
O1 0.04 6.65 -0.06  -0.269
C12 -0.55 6.99 2.28  -0.021
C13 -0.50 7.83 3.39  -1.000
C14 -0.95 7.37 4.61  -0.699
C15 -1.44 6.07 4.73  -0.770
C16 -1.51 5.24 3.63  0.965
C17 -2.04 3.83 3.77  -1.117
N6 -1.13 2.85 3.20  0.965
C18 -1.22 2.24 2.02  -0.203
N7 -0.14 1.50 1.82  -0.178
C19 0.58 1.71 2.94  -0.288
N8 0.03 2.53 3.81  -0.976
C20 -1.07 5.71 2.39  -0.228
H1 -0.36 3.73 -5.14  0.321
H2 1.27 3.16 -4.78  0.458
H3 1.54 2.10 -2.26  0.422
H4 -2.57 1.72 -1.64  0.416
H5 1.65 5.51 -5.85  0.444
H6 2.27 7.82 -5.28  0.392
H7 1.76 8.71 -3.01  0.516
H8 0.00 4.96 -1.94  0.784
H9 -0.09 8.83 3.28  0.521
H10 -0.90 8.01 5.48  0.397
H11 -1.77 5.71 5.70  0.380
H12 -2.99 3.71 3.25  0.279
H13 -2.19 3.59 4.82  0.413
H14 -2.08 2.28 1.36  0.318
H15 1.54 1.26 3.13  0.369
H16 -1.10 5.06 1.52  0.789
N9 1.30 -2.79 2.76  -0.034
C21 1.29 -1.74 1.92  -0.394
N10 0.30 -1.76 1.08  -0.618
C22 -0.43 -2.92 1.39  1.016
C23 -1.60 -3.43 0.84  -0.450
C24 -2.09 -4.60 1.36  -0.775
C25 -1.43 -5.27 2.42  -0.368
C26 -0.28 -4.77 2.98  -0.968
C27 0.20 -3.58 2.44  0.752
H17 1.98 -2.97 3.48  0.161
H18 2.06 -0.97 1.96  0.520
H19 -2.13 -2.90 0.05  0.250
H20 -3.00 -5.02 0.97  0.383
H21 -1.86 -6.19 2.81  0.376
H22 0.22 -5.27 3.80  0.360
S1 -3.27 0.03 0.27  -0.914

***

A cluster of 2 separate species, C27H22F in total at a distorted geometry. Source: the Open Molecules 2025 dataset; level of theory: the ωB97M-V functional and the def2-TZVPD basis.

Values from the calculation:
Net charge = +1
Energy relative to the best compared isomer or geometry (same formula, charge and spin) = 0.0 kcal/mol
M = 365.47 g mol⁻¹
Energy = -31066.181 eV

Last column: Mulliken charge in e.
CARTESIAN COORDINATES (ANGSTROEM)
F1 5.62 0.15 -2.62  -0.337
C1 4.31 -0.27 -2.60  0.505
C2 4.06 -1.60 -2.25  -0.765
C3 2.74 -2.03 -2.29  -0.569
C4 1.68 -1.18 -2.64  0.609
C5 0.34 -1.85 -2.62  -1.310
C6 -0.97 -1.17 -2.94  0.813
C7 -2.10 -1.96 -2.71  -0.477
C8 -3.40 -1.53 -2.95  -0.747
C9 -3.58 -0.23 -3.45  -0.397
C10 -2.47 0.56 -3.76  -0.897
C11 -1.18 0.09 -3.51  -0.188
C12 2.02 0.11 -3.05  0.143
C13 3.33 0.60 -3.05  -0.996
H1 4.86 -2.28 -1.96  0.435
H2 2.50 -3.06 -2.02  0.405
H3 0.43 -2.67 -3.31  0.550
H4 -1.94 -2.98 -2.40  0.404
H5 -4.24 -2.20 -2.75  0.407
H6 -4.59 0.12 -3.65  0.400
H7 -2.63 1.55 -4.21  0.405
H8 -0.38 0.72 -3.88  0.381
H9 1.29 0.82 -3.37  0.132
H10 3.60 1.58 -3.43  0.442
C14 -0.20 1.44 1.49  -0.632
C15 -1.52 1.22 2.00  0.707
C16 -1.74 1.20 3.42  0.639
C17 -0.56 1.57 4.32  -0.958
H11 -0.68 1.10 5.31  0.491
C18 0.81 1.22 3.74  0.652
C19 0.95 1.22 2.32  0.720
C20 2.21 0.82 1.78  -0.808
C21 3.22 0.34 2.60  -0.646
C22 3.09 0.37 3.99  -0.401
C23 1.90 0.88 4.55  -0.643
C24 -3.00 0.84 3.93  -0.639
C25 -3.99 0.31 3.09  -0.406
C26 -3.78 0.29 1.71  -0.645
C27 -2.61 0.81 1.17  -0.770
H12 0.22 -2.35 -1.74  0.652
H13 -0.07 1.42 0.40  0.485
H14 -0.59 2.67 4.47  0.348
H15 2.38 0.80 0.70  0.509
H16 4.14 -0.08 2.20  0.419
H17 3.90 0.05 4.65  0.405
H18 1.82 1.00 5.63  0.430
H19 -3.19 0.95 5.00  0.427
H20 -4.93 -0.05 3.53  0.402
H21 -4.56 -0.14 1.09  0.421
H22 -2.50 0.80 0.09  0.491

***

A structure of composition C27H22F9IrN3O2P at a distorted geometry. Source: the Open Molecules 2025 dataset; level of theory: the ωB97M-V functional and the def2-TZVPD basis.

Values from the calculation:
Net charge = +3
Energy relative to the best compared isomer or geometry (same formula, charge and spin) = 7.8 kcal/mol
M = 814.67 g mol⁻¹
2S+1 = 2
⟨S²⟩ = 0.75
Energy = -73480.729 eV

Last column: Mulliken spin population.
CARTESIAN COORDINATES (ANGSTROEM)
Ir1 -1.65 -0.22 -1.38  0.984
O1 -1.87 -1.02 -3.27  -0.009
C1 -3.16 -1.02 -3.90  -0.012
C2 -4.10 -0.37 -2.95  0.011
C3 -5.45 -0.29 -3.24  0.005
C4 -6.29 0.42 -2.40  -0.003
C5 -5.74 1.08 -1.31  0.003
C6 -4.40 0.94 -1.06  0.007
N1 -3.58 0.19 -1.84  -0.029
H1 -1.15 -1.22 -3.88  0.000
H2 -3.46 -2.05 -4.13  -0.001
H3 -3.11 -0.45 -4.83  0.001
H4 -5.83 -0.77 -4.14  0.000
H5 -7.35 0.48 -2.61  0.000
H6 -6.34 1.69 -0.66  0.000
H7 -3.94 1.47 -0.24  -0.005
N2 0.26 1.46 0.69  0.001
P1 1.46 0.30 0.63  -0.020
C7 1.01 -1.00 1.74  -0.006
C8 0.30 -2.15 1.36  0.010
C9 -0.06 -3.09 2.30  -0.003
C10 0.29 -2.91 3.63  0.000
C11 0.99 -1.78 4.03  0.000
C12 1.35 -0.82 3.09  0.001
C13 2.87 1.27 1.08  0.000
C14 2.98 2.56 0.55  -0.001
C15 4.04 3.36 0.93  0.000
C16 5.01 2.87 1.79  0.000
C17 4.92 1.57 2.28  0.000
C18 3.87 0.75 1.91  0.000
C19 -1.06 1.29 1.13  -0.053
C20 -1.50 2.09 2.18  0.000
C21 -2.71 1.79 2.78  0.001
C22 -3.43 0.68 2.35  0.004
C23 -2.97 -0.01 1.26  0.010
N3 -1.83 0.33 0.60  0.024
H8 0.62 2.41 0.77  -0.001
H9 0.07 -2.35 0.32  0.003
H10 -0.60 -3.98 1.99  0.000
H11 0.02 -3.66 4.36  0.000
H12 1.25 -1.63 5.07  0.000
H13 1.87 0.07 3.43  0.000
H14 2.30 2.94 -0.21  -0.001
H15 4.11 4.38 0.55  0.000
H16 5.85 3.49 2.07  0.000
H17 5.68 1.19 2.95  0.000
H18 3.85 -0.27 2.25  0.000
H19 -0.87 2.89 2.56  0.000
H20 -3.06 2.39 3.62  0.000
H21 -4.34 0.38 2.84  0.000
H22 -3.52 -0.85 0.85  0.000
F1 1.18 -0.40 -3.72  -0.001
C24 2.34 -0.14 -3.09  -0.001
F2 3.32 -0.48 -3.90  0.000
F3 2.36 1.17 -2.86  0.000
C25 2.43 -0.90 -1.73  0.005
O2 1.37 -0.32 -0.91  0.072
C26 2.20 -2.45 -1.85  -0.001
F4 1.00 -2.70 -2.40  0.000
F5 2.20 -2.99 -0.64  0.000
F6 3.12 -3.01 -2.59  0.000
C27 3.91 -0.70 -1.18  0.001
F7 4.20 0.60 -1.12  0.000
F8 3.97 -1.23 0.04  0.000
F9 4.79 -1.28 -1.95  0.000

***

A structure of composition C27H22IrN5O2S at a distorted geometry. Source: the Open Molecules 2025 dataset; level of theory: the ωB97M-V functional and the def2-TZVPD basis.

Values from the calculation:
Net charge = +1
Energy relative to the best compared isomer or geometry (same formula, charge and spin) = 45.3 kcal/mol
M = 672.79 g mol⁻¹
2S+1 = 2
⟨S²⟩ = 0.77
Energy = -53569.611 eV

Last column: Mulliken spin population.
CARTESIAN COORDINATES (ANGSTROEM)
Ir1 -0.34 -1.06 -0.32  0.061
C1 4.83 -2.97 -1.84  0.000
C2 4.85 -1.60 -1.60  0.000
C3 3.66 -0.89 -1.50  0.001
C4 2.44 -1.54 -1.64  0.001
C5 2.43 -2.91 -1.87  0.032
C6 3.62 -3.62 -1.97  -0.003
N1 1.21 -0.77 -1.49  0.010
C7 1.24 0.57 -1.96  0.011
C8 1.92 0.99 -3.10  -0.001
C9 1.86 2.33 -3.45  0.001
C10 1.15 3.26 -2.69  -0.001
C11 0.48 2.86 -1.57  0.000
C12 0.53 1.51 -1.23  -0.006
N2 -0.14 0.92 -0.14  -0.008
N3 -0.68 1.60 0.74  -0.001
C13 -1.36 0.75 1.67  0.000
C14 -2.05 1.32 2.70  -0.001
C15 -2.67 0.48 3.62  0.000
C16 -2.55 -0.89 3.47  0.000
C17 -1.84 -1.38 2.39  -0.005
N4 -1.26 -0.58 1.50  0.005
H1 5.76 -3.52 -1.91  0.000
H2 5.79 -1.08 -1.48  0.000
H3 3.69 0.17 -1.27  0.000
H4 1.49 -3.42 -2.03  -0.020
H5 3.58 -4.68 -2.17  -0.001
H6 2.44 0.27 -3.71  0.000
H7 2.37 2.65 -4.35  0.000
H8 1.12 4.30 -2.99  0.000
H9 -0.11 3.54 -0.96  0.000
H10 -2.10 2.40 2.76  0.000
H11 -3.23 0.90 4.45  0.000
H12 -3.01 -1.57 4.17  0.000
H13 -1.75 -2.45 2.21  0.000
O1 -3.20 -2.63 0.08  0.036
C18 -3.35 -1.53 -0.42  -0.016
C19 -4.71 -0.87 -0.55  0.005
C20 -4.41 0.50 -1.15  0.001
C21 -2.91 0.53 -1.31  0.000
O2 -2.28 1.47 -1.75  -0.001
N5 -2.34 -0.68 -0.90  0.016
H14 -5.16 -0.82 0.44  0.000
H15 -5.35 -1.50 -1.18  0.000
H16 -4.70 1.33 -0.51  0.000
H17 -4.87 0.66 -2.12  0.000
S1 -0.79 -3.16 -1.30  0.644
C22 -0.32 -4.54 -0.41  -0.006
C23 0.09 -4.46 0.93  0.078
C24 0.42 -5.61 1.62  -0.044
C25 0.36 -6.85 0.97  0.130
C26 0.00 -6.93 -0.37  -0.052
C27 -0.35 -5.78 -1.06  0.119
H18 0.14 -3.49 1.42  0.008
H19 0.72 -5.56 2.66  -0.001
H20 0.61 -7.75 1.52  0.006
H21 -0.02 -7.89 -0.87  -0.001
H22 -0.65 -5.83 -2.10  0.001

***

- The highest M belongs to which entry?
  C27H22F9IrN3O2P

***

- What is the formula in the fourth record?
  C27H22IrN5O2S

***

- Look up the M of the first one.
  647.02 g mol⁻¹